[1]
ORCA calculation (wB97M-V/def2-TZVPD) on C75H88ClGeN2O2P2PtSSi as an isolated structure in a non-equilibrium geometry.

## Properties
E_LUMO (alpha / beta)   -2.1 / -6.0 eV
Multiplicity   5
HOMO energy (alpha / beta)   -8.1 / -11.1 eV
Net charge   +1
Frontier orbital gap (alpha / beta)   0.21938 / 0.18522 Ha
Expectation value of S²   6.06

Last column: Löwdin spin population.
Atoms and positions in Å:
H (3.714, 0.217, -4.453)  0.000
H (-3.379, -0.763, 2.838)  0.001
H (-0.884, -1.352, -3.294)  0.000
H (1.367, -4.109, 2.684)  0.000
H (-6.008, 3.925, 3.349)  0.000
C (2.685, -1.666, -1.515)  0.008
C (-5.818, 5.059, 1.532)  0.000
C (2.082, -2.788, -0.944)  0.015
H (1.477, 1.980, -1.684)  0.017
H (2.007, 0.033, -6.163)  0.000
Ge (-5.099, 3.600, 0.440)  0.001
H (6.811, -0.557, -0.663)  0.000
H (6.285, -1.677, 1.522)  0.000
H (-5.745, 6.456, -0.102)  0.000
C (-7.583, 0.737, -1.484)  0.000
C (0.787, 3.096, -0.004)  0.486
C (-1.703, 2.184, 1.917)  0.096
C (-2.751, 4.526, -2.967)  0.000
C (-1.139, -6.198, -0.061)  0.002
C (3.650, 0.858, -0.112)  0.025
C (5.791, -0.591, -0.275)  0.000
H (2.673, 0.616, 1.801)  0.007
C (5.061, 0.685, -0.709)  0.008
C (-4.800, -3.331, 1.271)  0.000
C (1.568, 5.251, -0.889)  0.119
C (-8.189, 1.475, -2.489)  0.000
C (1.025, 1.052, 3.747)  0.008
C (5.799, -0.740, 1.243)  0.000
C (-2.832, 0.529, -3.742)  0.000
H (-7.372, 7.975, 3.550)  0.000
C (-4.341, -3.317, 2.727)  0.001
H (1.230, 1.523, -5.630)  0.000
H (-5.856, -3.604, 1.217)  0.000
O (-1.570, 1.158, 1.231)  0.059
H (1.433, 1.855, 3.143)  0.001
H (3.349, 1.903, -0.261)  0.002
H (-0.047, 3.055, -0.698)  0.020
H (-4.911, -2.014, -0.445)  0.001
C (3.857, -3.074, -3.099)  0.000
C (-1.536, -3.464, -0.392)  0.013
H (2.663, 3.557, 1.859)  0.006
C (3.210, -4.188, -2.582)  0.001
H (-1.383, 6.151, -3.273)  0.000
H (-4.002, 0.305, -1.944)  0.000
H (-6.243, 0.767, 0.182)  0.000
C (1.619, 4.211, 0.078)  0.042
N (-4.671, 0.899, 6.226)  0.000
H (0.924, 2.248, 5.530)  0.000
C (-7.047, 3.446, -1.719)  0.000
C (-3.782, 4.400, -0.783)  0.000
C (-6.424, 2.713, -0.709)  0.001
C (-3.895, 1.967, 6.384)  0.000
H (0.876, 5.150, -1.714)  0.005
C (4.364, -0.716, 1.759)  0.001
H (2.350, 2.787, -3.573)  0.001
H (-5.320, -1.274, 1.090)  0.001
C (0.885, -0.147, -4.322)  0.001
Si (1.017, -2.696, 0.645)  0.175
H (-3.149, 5.909, 0.615)  0.000
H (-3.144, 3.641, 2.656)  -0.001
C (0.759, 1.273, 5.091)  0.003
H (-0.033, -0.440, -4.839)  0.000
H (-4.980, -2.646, 3.313)  0.000
H (-4.238, -4.095, 0.738)  0.000
H (-8.400, 3.415, -3.383)  0.000
C (-3.034, 5.511, -0.389)  0.000
C (-2.672, -1.404, -2.088)  0.031
H (-3.348, -0.185, -5.710)  0.000
C (-6.707, 1.354, -0.601)  0.000
H (0.680, -5.657, 0.923)  0.001
C (0.228, 0.233, 5.835)  -0.001
H (-2.482, -1.464, 7.200)  0.000
C (-0.203, -5.290, 0.410)  0.008
H (4.342, -0.860, 2.841)  0.000
H (-3.354, 1.471, -3.903)  0.000
C (-2.979, 0.100, -2.277)  0.005
C (2.370, 6.362, -0.792)  -0.018
C (3.263, 6.480, 0.274)  0.143
H (-4.349, 2.927, 6.160)  0.000
H (2.551, -2.801, 2.649)  0.002
H (2.324, 7.145, -1.538)  -0.004
Pt (0.225, -0.434, 0.585)  0.996
H (-1.729, -1.093, 2.312)  0.019
C (-2.042, 5.651, -2.572)  0.000
C (-0.371, -3.915, 0.225)  0.029
O (-0.872, 3.006, 2.353)  0.686
C (-6.722, 5.932, 3.594)  0.000
C (-3.382, -0.542, -4.680)  0.000
H (-3.339, -0.269, 0.554)  0.001
H (-2.980, -6.441, -1.143)  0.000
P (-1.863, -1.669, -0.448)  0.151
H (0.877, 2.299, 0.729)  0.035
H (3.739, 2.078, -2.795)  0.000
H (5.310, -1.468, -0.704)  0.000
C (3.372, 5.463, 1.220)  -0.018
H (4.116, -0.967, -2.949)  0.001
C (-2.258, -5.740, -0.743)  0.004
H (-2.251, -3.541, 2.266)  0.000
C (-2.759, -1.438, 2.232)  0.022
H (5.645, 1.541, -0.355)  0.002
C (2.579, 4.345, 1.117)  0.118
H (-6.732, 8.310, 1.185)  0.000
C (-3.148, 2.569, 2.451)  0.117
H (-0.299, -1.857, 5.785)  0.001
H (-1.968, 2.785, 6.910)  0.000
H (3.810, -1.538, 1.296)  0.001
C (2.349, -4.040, -1.506)  0.003
C (0.329, -1.116, 3.875)  0.019
N (0.771, -0.100, 3.134)  0.076
H (-4.437, -4.317, 3.154)  0.000
C (-2.177, 6.141, -1.280)  0.000
C (3.689, 0.606, 1.403)  0.010
H (-7.796, -0.321, -1.383)  0.000
C (-7.923, 2.834, -2.603)  0.000
C (-6.576, 7.349, 1.658)  0.000
C (1.801, 1.174, -2.340)  0.055
C (-1.806, -1.937, -3.233)  0.001
C (0.058, -1.005, 5.225)  0.004
C (-3.229, -1.329, 0.769)  0.023
C (-2.587, -1.859, -4.550)  0.000
H (-1.778, 0.701, -3.978)  0.000
H (0.012, 1.603, -3.449)  0.000
C (-2.461, -4.378, -0.896)  0.003
C (-4.268, 2.150, 1.517)  0.032
C (3.592, -1.827, -2.564)  0.004
C (-3.623, 3.910, -2.078)  0.000
C (-6.023, 6.303, 0.935)  0.000
C (-6.166, 4.887, 2.869)  0.000
H (-3.893, 1.462, 0.763)  0.002
H (4.558, -3.176, -3.918)  0.000
H (1.389, -1.061, -4.006)  0.000
C (-2.892, -2.844, 2.813)  0.001
C (-4.619, -1.963, 0.606)  0.007
H (4.080, 5.567, 2.033)  -0.004
H (-2.313, 0.708, -1.651)  0.002
C (3.077, 1.083, -4.611)  0.002
H (-6.842, 4.507, -1.819)  0.000
C (-2.045, 0.642, 7.080)  0.000
H (2.766, -4.204, 1.597)  0.006
C (-2.573, 1.895, 6.807)  0.000
C (2.807, 1.828, -3.302)  0.011
H (-4.209, 3.057, -2.400)  0.000
H (-0.992, -7.261, 0.091)  0.000
H (3.628, 1.750, -5.278)  0.000
H (-3.275, -2.707, -4.601)  0.000
H (-2.647, 4.146, -3.976)  0.000
H (5.044, 0.745, -1.798)  0.000
H (-3.614, -1.962, -2.085)  0.005
H (-1.890, -1.969, -5.384)  0.000
H (-4.824, -1.141, 6.404)  0.000
H (-2.558, -2.832, 3.855)  0.000
H (-5.035, 1.611, 2.075)  0.008
S (-0.306, 0.502, 7.521)  0.000
C (1.777, 0.639, -5.285)  0.000
H (3.387, -5.169, -3.006)  0.000
C (2.024, -3.528, 2.031)  0.045
H (4.245, 1.423, 1.877)  0.000
H (-4.436, -0.712, -4.440)  0.000
H (1.868, -4.921, -1.096)  0.000
H (-3.354, -4.031, -1.403)  0.000
H (-0.115, 0.178, -2.414)  0.003
H (6.371, 0.075, 1.699)  0.000
C (0.549, 0.711, -3.104)  0.005
H (-3.187, 2.048, 3.411)  0.003
H (-8.867, 0.994, -3.183)  0.000
C (-4.159, -0.292, 6.522)  0.000
Cl (4.239, 7.894, 0.419)  0.048
P (2.213, 0.001, -0.939)  0.150
C (-6.931, 7.162, 2.988)  0.000
C (-2.853, -0.477, 6.961)  0.000
H (-1.506, -2.968, -3.047)  0.000
H (-6.999, 5.784, 4.631)  0.000
H (-1.627, 7.021, -0.971)  0.000
H (0.157, -2.053, 3.356)  0.010

---

[2]
ORCA calculation (wB97M-V/def2-TZVPD) on one molecule with the formula C3H4N2O2 in a non-equilibrium geometry.

## Properties
E_LUMO   0.6 eV
SMILES   OC1=NC(O)=NC1
HOMO energy   -9.3 eV
Net charge   0
Frontier orbital gap   0.36493 Ha

Last column: natural (NBO) charge in e.
Atoms and positions in Å:
N (-0.998, -1.069, -0.159)  -0.478
C (-1.148, 0.203, -0.262)  0.606
H (-2.254, 1.711, -0.368)  0.492
O (2.244, 0.501, -0.366)  -0.633
C (0.959, 0.156, -0.371)  0.569
H (2.271, 1.474, -0.341)  0.501
O (-2.363, 0.753, -0.344)  -0.645
C (0.434, -1.227, -0.455)  -0.384
H (-0.041, -1.432, -1.437)  0.310
N (-0.013, 1.013, -0.319)  -0.578
H (1.007, -2.083, -0.088)  0.240

---

[3]
ORCA calculation (wB97M-V/def2-TZVPD) on C4H9I2N2 as an isolated structure in a non-equilibrium geometry.

## Properties
E_LUMO   -4.3 eV
HOMO energy   -12.9 eV
Net charge   +1
Frontier orbital gap   0.31700 Ha

Last column: natural (NBO) charge in e.
Atoms and positions in Å:
I (2.341, 2.278, -0.340)  0.199
C (-2.618, 1.060, 0.408)  -0.693
H (1.143, -0.612, 1.072)  0.205
N (-0.409, 0.256, -0.082)  -0.404
H (-3.307, 0.308, 0.788)  0.277
C (0.901, -0.494, 0.051)  0.020
H (-0.969, 0.563, 1.775)  0.223
H (0.269, -2.354, 0.313)  0.389
H (-2.873, 1.181, -0.578)  0.248
H (-2.718, 2.151, 0.819)  0.279
H (1.461, -2.188, -0.893)  0.401
N (0.666, -1.819, -0.435)  -0.832
H (1.971, -0.067, -1.747)  0.222
I (3.887, -1.114, -0.203)  0.229
C (2.117, 0.098, -0.674)  -0.513
C (-1.233, 0.641, 0.755)  0.323
H (-0.630, 0.111, -1.029)  0.427

---

ΔE to the lowest compared entry with this formula, charge and spin across the listed records, respectively: 17.11; 52.29; 9.73 kcal per mole.